Record 1
Density functional theory data (wB97M-V/def2-TZVPD) for an isolated molecule of C2H4P2S3 at a distorted geometry.

```
11
Properties=species:S:1:pos:R:3:forces:R:3
C -0.9681 -1.0088 0.4617 -0.523 -0.701 -1.969
C 1.2115 0.3470 -1.2344 1.848 -0.445 1.576
P 2.9836 0.9580 -2.3584 -1.649 -1.643 -0.642
P 0.6527 -0.8438 0.2292 0.689 1.855 -1.275
S 2.3772 1.0284 -4.2191 0.386 0.343 1.602
S 1.9475 -0.9659 1.6567 -0.040 -0.229 -0.328
S 1.7214 1.8710 -0.3874 0.870 -0.200 0.952
H -1.1410 -1.5967 1.3134 -0.237 -0.520 1.475
H -1.7937 -1.1793 -0.2701 1.090 0.788 0.277
H 0.4556 0.6226 -1.9250 -1.018 -0.026 -0.472
H 2.7321 1.2460 0.4445 -1.417 0.776 -1.196
```
Forces are in eV/Å.

Calculated values
HOMO (Eh): -0.326
LUMO level (eV): -1.06
Energy relative to the best compared isomer or geometry (same formula, charge and spin) (kcal per mole): 58.3
Total energy (eV): -53219.4373
Gap between HOMO and LUMO (eV): 7.805
Net charge: 0
Max |F| (hartree/bohr): 0.0480

Record 2
Density functional theory data (wB97M-V/def2-TZVPD) for a structure of composition C30H26F2NS at a distorted geometry.

```
60
Properties=species:S:1:pos:R:3:forces:R:3
C -4.3845 -1.9259 4.7100 -0.616 -0.089 0.225
C -3.3133 -1.4323 3.8089 0.490 0.106 -0.254
C -2.2029 -2.2312 3.5350 -0.077 -0.437 0.351
F -2.1256 -3.4452 4.1701 0.009 0.922 -0.682
C -1.1770 -1.8457 2.7039 0.404 0.562 -0.303
C -1.2013 -0.5549 2.0765 -1.107 -0.393 1.657
C -0.1476 -0.1378 1.2064 1.303 -2.476 3.330
C 1.1867 -0.3048 1.6039 1.234 -0.177 1.065
C 1.5244 -0.6522 2.9663 -0.050 -0.022 -0.344
C 2.8231 -0.9327 3.3107 -0.335 -0.213 0.924
F 3.0924 -1.3381 4.5940 -0.241 0.417 -1.103
C 3.8959 -0.8328 2.4271 -0.425 -0.049 -0.105
C 5.2654 -1.1709 2.8842 0.637 0.125 -0.147
C 3.5988 -0.4179 1.1187 0.010 0.064 -0.119
C 2.3025 -0.1590 0.7146 -0.494 0.054 -0.214
C -2.2904 0.2904 2.4328 0.475 -0.053 -0.657
C -3.3252 -0.1534 3.2386 0.089 -0.167 0.187
H -5.2819 -1.3139 4.5862 0.087 -0.101 0.077
H -4.6440 -2.9685 4.4965 0.097 0.198 0.049
H -4.0865 -1.8725 5.7656 0.030 -0.026 -0.239
H -0.3275 -2.5069 2.5466 -0.303 -0.009 -0.065
H -0.4024 0.1011 0.0928 0.061 0.444 0.418
H 0.7477 -0.7289 3.7218 0.206 0.087 -0.091
H 5.9889 -0.8729 2.1217 -0.021 -0.077 0.133
H 5.5194 -0.6630 3.8218 -0.151 -0.124 -0.148
H 5.3830 -2.2487 3.0572 -0.171 0.200 0.005
H 4.4274 -0.3104 0.4158 -0.302 -0.029 0.158
H 2.1040 0.1385 -0.3170 0.185 -0.150 0.355
H -2.2783 1.3267 2.0873 -0.090 -0.389 0.097
H -4.1758 0.4992 3.4460 0.331 -0.110 0.005
C 0.5921 3.2568 -2.0194 0.122 -0.051 -0.014
N 0.9260 1.8814 -2.4059 0.522 -0.137 0.095
C 1.9079 1.5825 -3.3822 -0.282 0.046 0.310
C 1.9398 0.2158 -3.6547 0.378 -0.104 -0.306
C 2.7809 -0.2837 -4.6497 0.065 0.247 0.034
C 3.6138 0.6084 -5.3395 -0.261 -0.042 0.277
C 3.5999 1.9809 -5.0363 -0.320 -0.187 0.289
C 2.7373 2.4836 -4.0532 0.144 -0.226 -0.129
S 0.8245 -0.6833 -2.6218 0.388 0.572 -0.313
C 0.2814 0.7997 -1.9085 -1.920 0.860 0.934
C -0.7746 0.8573 -0.8865 -0.157 2.178 -6.331
C -2.1310 0.4215 -1.4190 -0.064 0.006 0.122
C -2.3396 -0.0625 -2.7182 -0.266 -0.370 -0.093
C -3.5685 -0.6228 -3.0909 0.023 0.147 0.220
C -4.6243 -0.6885 -2.1786 0.247 -0.058 0.201
C -4.4607 -0.1096 -0.9144 0.168 0.243 -0.421
C -3.2584 0.5220 -0.5905 -0.082 -0.396 0.191
H -0.4948 3.3891 -1.9775 0.246 -0.143 -0.036
H 1.0319 3.5059 -1.0438 -0.125 -0.052 -0.263
H 0.9992 3.9320 -2.7761 -0.157 -0.141 0.211
H 2.7615 -1.3501 -4.8639 0.175 0.234 -0.089
H 4.2806 0.2353 -6.1172 -0.217 0.086 0.242
H 4.2650 2.6589 -5.5731 -0.246 -0.196 0.177
H 2.7075 3.5449 -3.8040 0.131 -0.334 -0.196
H -0.8432 1.8711 -0.4739 0.131 -0.273 0.244
H -1.5436 -0.0154 -3.4641 -0.338 -0.114 0.268
H -3.6931 -1.0240 -4.0984 0.040 0.171 0.281
H -5.5617 -1.1783 -2.4454 0.288 0.157 0.062
H -5.2644 -0.1459 -0.1785 0.122 0.172 -0.270
H -3.1864 1.0815 0.3410 -0.018 -0.383 -0.264
```
Forces are in eV/Å.

Calculated values
HOMO (Eh): -0.350
LUMO level (eV): -5.00
Total energy (eV): -49282.5994
Gap between HOMO and LUMO (eV): 4.520
Net charge: +1
Max |F| (hartree/bohr): 0.1302

Record 3
Density functional theory data (wB97M-V/def2-TZVPD) for an isolated molecule of C3H3NO at a distorted geometry.

```
8
Properties=species:S:1:pos:R:3:forces:R:3
C 0.9390 -0.6290 0.9390 1.074 -0.268 1.251
C -0.6101 0.8271 -0.6690 4.489 0.646 -1.608
C 0.1600 -0.4340 -0.1633 -1.901 1.371 -0.347
N -1.7499 0.8565 -0.3552 -3.585 0.820 0.915
O -0.3628 -0.8835 1.2085 0.467 -0.055 -1.047
H 1.6836 -0.1694 1.5656 -0.070 0.123 0.077
H -0.0318 1.4168 -1.4855 -1.006 -0.581 1.227
H -0.0280 -0.9845 -1.0402 0.533 -2.056 -0.468
```
Forces are in eV/Å.

Calculated values
HOMO (spin up / spin down) (Eh): -0.305 / -0.345
LUMO level (spin up / spin down) (eV): -0.58 / 0.21
Energy relative to the best compared isomer or geometry (same formula, charge and spin) (kcal per mole): 127.8
Total energy (eV): -6690.9496
Gap between HOMO and LUMO (spin up / spin down) (eV): 7.712 / 9.603
Net charge: 0
Max |F| (hartree/bohr): 0.0936

Record 4
Density functional theory data (wB97M-V/def2-TZVPD) for a structure of composition C9H10BrN3O4Pd.

```
28
Properties=species:S:1:pos:R:3:forces:R:3
Pd -0.2516 -0.2629 0.1602 0.407 -0.167 -0.342
N -0.3463 1.9720 0.3612 -0.022 0.187 -0.038
C -0.6646 2.4033 1.7372 0.095 0.014 -0.007
C 0.3546 1.7099 2.6618 -0.097 -0.105 -0.024
O 1.0100 2.4159 3.4674 0.017 0.043 -0.027
N 0.4233 0.4336 2.3726 0.047 0.118 0.297
C 1.6436 -0.2658 2.6732 -0.027 -0.078 -0.064
C 2.4522 -0.5275 1.3765 -0.069 -0.036 0.084
O 3.6065 -0.9535 1.4921 0.053 0.040 -0.010
O 1.8805 -0.2613 0.2578 -0.242 -0.098 -0.018
H -0.9864 2.3772 -0.3127 0.013 -0.054 -0.017
H 0.6022 2.2432 0.1202 -0.002 0.013 0.030
H -0.5860 3.4862 1.8686 0.010 -0.002 -0.002
H -1.6860 2.0874 1.9515 -0.035 -0.026 0.029
H 2.3035 0.2762 3.3566 -0.011 0.046 0.001
H 1.4386 -1.2440 3.1250 0.022 -0.010 -0.043
Br -6.9361 0.0289 -0.4548 -0.067 -0.016 -0.002
C -5.0452 -0.0598 -0.3063 -0.022 0.065 0.107
C -4.2345 -0.1568 -1.4601 0.088 -0.033 -0.047
C -2.8784 -0.2285 -1.3116 0.001 -0.052 0.031
N -2.2485 -0.1865 -0.0931 -0.230 -0.029 0.256
C -3.0554 -0.1762 1.0228 -0.024 0.049 -0.154
C -4.4168 -0.1080 0.9658 0.005 -0.031 -0.064
H -4.6666 -0.1990 -2.4515 -0.002 0.013 -0.001
H -2.2313 -0.3453 -2.1701 0.020 0.005 0.009
H -2.5350 -0.2206 1.9706 0.034 0.002 0.019
H -4.9918 -0.1053 1.8822 -0.010 0.010 -0.001
O -0.2690 -1.9978 -0.4810 0.047 0.131 -0.002
```
Forces are in eV/Å.

Calculated values
HOMO (spin up / spin down) (Eh): 0.030 / -0.045
LUMO level (spin up / spin down) (eV): 4.33 / 4.28
Energy relative to the best compared isomer or geometry (same formula, charge and spin) (kcal per mole): 16.5
Total energy (eV): -95675.5917
Gap between HOMO and LUMO (spin up / spin down) (eV): 3.524 / 5.494
Multiplicity: 3
Net charge: -2
Max |F| (hartree/bohr): 0.0108

Look up the max |F| of the fourth one.
0.0108 hartree/bohr